A 4-piece molecular cluster, C30H59FN4O3P overall in a non-equilibrium geometry, computed with ωB97M-V/def2-TZVPD.

2S+1 = 1
Total charge = +1
HOMO-LUMO gap = 8.4 eV
LUMO level = -3.35 eV
HOMO level = -0.4335 Eh

Each line ends with the Mulliken charge.
Element x y z (Å)
P1 4.635906 4.307259 2.832212  0.340
F1 4.390420 0.723746 1.134394  -0.329
O1 7.125160 0.835921 -0.498270  -0.506
O2 4.233103 3.648224 4.092285  -0.651
O3 5.454714 1.223174 -1.925665  -0.494
N1 8.010690 3.038692 1.942617  0.227
N2 5.997744 3.324775 0.748106  0.123
N3 6.153428 1.636957 2.242379  -0.077
N4 8.849925 2.362999 2.849095  -0.665
C1 3.430648 3.530382 0.475411  -0.868
C2 -5.015032 -3.471636 0.523219  -0.922
C3 6.198253 1.609856 -1.096283  0.575
C4 2.957994 2.129637 -8.041463  -1.198
C5 5.187632 2.546269 -5.889581  -0.880
C6 3.414497 3.483995 -7.506714  -0.349
C7 -1.273524 -3.691735 0.497141  -0.460
C8 0.644458 0.971224 0.792160  -0.545
C9 -10.392563 -3.842381 2.819853  -0.730
C10 6.803512 2.666254 1.669900  -0.516
C11 -12.336750 -5.458651 2.461064  -1.185
C12 4.564995 4.144308 -3.999356  -0.969
C13 2.180195 2.827213 0.959208  0.034
C14 4.870885 3.496870 -7.045344  -0.779
C15 -9.425276 -4.503423 1.836998  -0.564
C16 -4.077608 -2.802464 1.524071  -0.506
C17 4.703428 1.764911 1.967501  -0.611
C18 1.768752 1.643879 0.337444  -0.299
C19 -7.678804 -5.207646 3.560552  -1.106
C20 -11.401716 -4.790493 3.465132  -0.366
C21 -8.594623 -5.644803 2.420985  -0.501
C22 6.193585 3.062892 -0.683878  -1.012
C23 -2.093120 -2.548910 -0.100061  -0.704
C24 0.308159 2.660679 2.484333  -1.124
C25 -0.076614 1.472632 1.869485  -0.231
C26 4.359267 2.767196 -4.625645  0.134
C27 4.642554 3.141150 1.331842  1.116
C28 -3.058252 -1.869805 0.872856  -0.339
C29 1.432178 3.331852 2.024741  -0.098
C30 -0.362620 -3.247975 1.637490  -1.009
H1 3.582770 1.811661 -8.878024  0.300
H2 5.144764 4.518661 -6.765678  0.298
H3 1.928097 2.182270 -8.395426  0.381
H4 -8.244138 -4.828106 4.412617  0.344
H5 -9.825422 -3.339470 3.608409  0.310
H6 -0.661368 -4.127336 -0.296541  0.369
H7 3.297059 2.618788 -4.837626  0.278
H8 3.297311 4.231887 -8.294405  0.399
H9 -7.983109 -6.069577 1.620152  0.353
H10 -13.064074 -6.090180 2.972404  0.380
H11 -3.592582 -1.080003 0.335422  0.418
H12 9.473734 3.054400 3.251535  0.315
H13 3.000279 1.355525 -7.273616  0.279
H14 0.325104 -2.468214 1.299156  0.154
H15 -2.489007 -1.364330 1.660051  0.034
H16 -8.748107 -3.735553 1.448033  0.287
H17 6.334801 1.418026 3.216311  0.380
H18 6.688686 0.038939 -0.167354  0.423
H19 -9.247807 -6.451188 2.764302  0.369
H20 -1.407816 -1.789816 -0.494256  0.337
H21 -0.940144 0.940838 2.236397  0.420
H22 -3.567163 -3.567118 2.115954  0.253
H23 0.373355 0.052953 0.300360  0.429
H24 5.942793 4.832244 2.926890  0.057
H25 -1.933104 -4.490520 0.844777  0.271
H26 -0.933862 -2.857364 2.480989  0.272
H27 -12.888273 -4.711671 1.886768  0.292
H28 -2.648123 -2.924931 -0.963180  0.380
H29 -5.747342 -4.091836 1.042046  0.078
H30 3.818532 5.396880 2.489400  0.186
H31 3.271617 4.601552 0.494047  0.759
H32 -12.001107 -4.220282 4.179269  0.359
H33 2.756368 3.796875 -6.690892  0.228
H34 4.634542 2.007637 -3.894898  0.067
H35 5.513248 3.237579 -7.891913  0.410
H36 -0.253418 3.068029 3.305317  0.425
H37 -7.078037 -6.047154 3.913260  0.370
H38 8.385000 3.829178 1.440933  0.331
H39 8.295882 2.017858 3.625309  0.240
H40 -6.996360 -4.421487 3.228425  0.169
H41 -10.935760 -3.052342 2.292025  0.377
H42 6.249554 2.646331 -5.640045  0.377
H43 -4.473177 -4.116763 -0.169797  0.311
H44 -9.980850 -4.877083 0.972563  0.355
H45 0.233863 -4.084114 2.004197  0.388
H46 5.424541 3.545339 -1.263937  0.507
H47 4.128197 1.627363 2.873937  0.677
H48 5.619222 4.306266 -3.752858  0.216
H49 7.135100 3.511733 -0.995283  0.429
H50 -4.674371 -2.219595 2.230404  0.367
H51 -11.791131 -6.090955 1.759187  0.280
H52 3.579791 3.253247 -0.564469  0.079
H53 -5.559220 -2.725821 -0.059497  0.301
H54 4.249130 4.948700 -4.663553  0.449
H55 5.055048 1.512782 -6.218731  0.360
H56 -10.882041 -5.556295 4.047372  0.229
H57 1.745007 4.249949 2.498021  0.347
H58 2.356464 1.272618 -0.487001  0.480
H59 3.981475 4.239971 -3.077474  0.106

Atomic forces in eV per Å
P -0.441 -0.128 0.927
F -0.023 0.097 -0.465
O 0.178 0.403 1.025
O 0.081 -0.255 0.004
O -1.015 -0.733 -0.728
N -0.035 0.064 0.243
N 0.013 0.135 0.006
N -0.606 0.735 1.452
N 0.154 -0.008 -0.145
C -0.136 -0.771 -0.207
C 0.036 -0.045 0.117
C 0.145 0.321 0.092
C -0.059 0.080 0.058
C -0.014 0.002 -0.044
C 0.031 -0.066 -0.081
C 0.078 0.087 -0.015
C 0.323 0.208 0.029
C 0.041 0.016 0.044
C -0.257 -0.477 -0.918
C 0.038 -0.038 0.100
C -0.078 -0.112 0.071
C -0.445 -0.203 0.094
C 0.002 0.054 0.036
C -0.033 -0.021 -0.038
C -0.086 0.040 -0.060
C 0.526 -0.953 -0.249
C 0.040 0.540 0.380
C -0.033 -0.119 -0.033
C -0.082 0.040 -0.072
C 0.084 0.086 -0.013
C 0.916 0.220 -0.044
C -0.033 -0.029 -0.019
C 0.237 -0.234 -0.402
C 0.042 0.119 0.052
C 0.065 0.034 0.013
C -0.252 1.045 0.421
C 0.045 0.033 0.034
C 0.263 -0.186 -0.269
C -0.043 -0.101 -0.029
H 0.018 -0.025 0.011
H 0.012 -0.009 0.004
H 0.002 -0.026 -0.018
H 0.006 0.022 -0.001
H 0.010 0.000 -0.010
H -0.015 -0.034 0.003
H 0.002 0.014 -0.031
H -0.019 0.024 0.021
H -0.017 -0.034 0.001
H -0.018 -0.003 -0.025
H -0.016 -0.003 0.004
H 0.131 0.027 -0.094
H 0.012 -0.016 -0.010
H 0.000 0.026 0.037
H 0.009 -0.007 -0.006
H 0.016 -0.008 0.000
H 0.276 -0.317 -0.133
H 0.156 -0.391 -0.415
H -0.016 0.003 -0.014
H 0.013 -0.014 -0.015
H -0.125 -0.073 -0.009
H 0.018 0.014 0.009
H -0.260 -0.172 0.013
H -0.018 0.086 -0.446
H -0.025 0.009 -0.013
H 0.019 0.022 0.005
H 0.014 -0.001 -0.031
H -0.013 0.017 0.002
H -0.029 -0.006 -0.041
H 0.217 0.053 -0.361
H 0.163 0.286 -0.031
H 0.015 -0.016 0.031
H 0.009 0.017 0.004
H -0.069 -0.014 -0.062
H -0.006 0.001 -0.011
H -0.153 0.018 0.184
H 0.029 0.029 0.024
H 0.171 0.016 -0.015
H -0.088 -0.031 0.016
H -0.008 0.031 0.032
H -0.017 -0.003 0.004
H 0.001 -0.008 0.017
H -0.010 0.008 -0.022
H -0.010 0.010 0.005
H 0.025 0.025 0.020
H -0.200 0.250 0.041
H -0.089 0.285 0.181
H 0.010 0.034 -0.051
H 0.167 0.057 0.011
H 0.013 -0.017 0.031
H -0.006 0.009 -0.019
H 0.111 -0.108 -0.107
H 0.009 -0.007 -0.031
H 0.025 0.029 0.011
H 0.000 0.000 -0.008
H 0.018 0.013 0.009
H -0.093 0.182 0.129
H -0.038 -0.193 -0.178
H -0.007 0.039 -0.018

=====

A 14-piece molecular cluster, C30H60BrCl26N2O3 overall in a non-equilibrium geometry, computed with ωB97M-V/def2-TZVPD.

2S+1 = 2
HOMO-LUMO gap (alpha / beta) = 8.8 / 9.0 eV
LUMO level (alpha / beta) = 0.23 / 0.18 eV
HOMO level (alpha / beta) = -0.3149 / -0.3228 Eh

Each line ends with the Löwdin spin population.
Element x y z (Å)
Br1 -3.919580 3.941844 2.571832  0.000
Cl1 7.159473 -6.319388 -3.619041  0.000
Cl2 3.003182 -5.707860 -1.685982  0.000
Cl3 -2.686298 1.389195 -10.094190  0.000
Cl4 -4.207998 4.109819 -2.718324  0.000
Cl5 2.032928 5.096347 2.912588  0.000
Cl6 -6.901635 5.591442 2.240941  0.000
Cl7 3.420015 9.100151 7.091256  0.000
Cl8 -5.482992 6.213974 -0.316380  0.000
Cl9 -2.134686 0.581785 -7.342344  0.000
Cl10 1.715000 9.332671 4.727100  0.000
Cl11 5.456216 -8.592333 -4.296402  0.000
Cl12 5.702308 -1.572199 4.132356  0.000
Cl13 -2.804398 -1.692694 5.716850  0.000
Cl14 1.955035 1.808977 4.242249  0.000
Cl15 -2.945266 3.463967 -5.266217  0.000
Cl16 7.757951 -8.898367 -8.517959  0.000
Cl17 8.636219 -0.675897 -1.285470  0.000
Cl18 5.784138 -2.117691 -4.687933  0.000
Cl19 5.402808 0.687850 -3.972217  0.000
Cl20 2.805609 5.761323 5.651988  0.000
Cl21 6.052781 -11.169642 -9.194546  0.000
Cl22 0.350049 1.542777 6.667166  0.000
Cl23 2.982712 -1.528913 3.051685  0.000
Cl24 -0.193311 -2.555721 4.738281  0.000
Cl25 7.012647 -0.866978 1.131639  0.000
Cl26 1.580607 -4.554028 0.585317  0.000
O1 3.837432 -0.005643 -1.008510  0.000
O2 -1.798934 0.918685 0.350015  0.000
O3 -3.504691 -3.259733 -1.453121  0.537
N1 -3.744021 -2.564547 -0.390844  0.353
N2 1.243539 1.793219 0.029725  0.000
C1 4.529082 -0.683101 3.153004  0.000
C2 7.484935 0.155569 -0.230467  0.000
C3 -0.782662 0.975298 1.335557  0.000
C4 -3.827101 0.018079 -0.538384  0.012
C5 -5.127300 -1.454575 -2.110445  0.001
C6 -5.868174 -1.466586 0.292377  0.008
C7 1.422621 -5.284883 -1.014547  0.000
C8 6.368624 -9.876083 -8.031541  0.000
C9 -2.745265 -1.173881 1.417205  0.001
C10 2.528264 -0.265446 -0.436050  0.000
C11 1.850366 9.618219 6.469518  0.000
C12 -2.493967 -2.291201 0.347738  0.029
C13 6.449321 -0.732085 -3.816383  0.000
C14 2.250494 0.867563 0.638442  0.000
C15 0.184777 2.171022 0.980804  0.000
C16 -6.523144 6.796580 0.991010  0.000
C17 -4.386784 2.447523 1.344689  0.000
C18 -3.788705 1.079004 1.871623  0.000
C19 -1.743110 1.719365 -8.636186  0.000
C20 -1.689321 -3.053026 5.535387  0.000
C21 2.403850 -1.734950 0.095685  0.000
C22 -2.976906 0.256583 0.788140  0.000
C23 -2.173714 -3.626893 1.180341  0.009
C24 5.771290 -7.298426 -3.133105  0.000
C25 -5.952098 2.239610 1.238607  0.000
C26 2.580403 6.374354 4.008906  0.000
C27 0.802068 2.599356 5.324123  0.000
C28 -1.257926 -2.047313 -0.590005  0.013
C29 -4.475808 3.693484 -4.414578  0.000
C30 -4.577302 -1.350279 -0.618753  0.028
H1 -1.963941 2.727198 -8.295705  0.000
H2 3.336373 -2.120124 0.568927  0.000
H3 -5.752817 -2.355916 -2.271212  -0.001
H4 4.895004 -6.660241 -3.073415  0.000
H5 -1.131822 1.168642 2.376281  0.000
H6 -4.046137 2.679597 0.318774  0.000
H7 -3.049636 -4.313293 1.069721  0.000
H8 1.526385 -1.894742 0.760968  0.000
H9 -6.725526 -1.101796 -0.333803  0.000
H10 -6.499664 3.180443 1.058376  0.000
H11 -1.964807 -1.222002 2.207928  0.000
H12 1.068039 9.062367 6.977958  0.000
H13 -2.168312 -3.822125 4.935902  0.000
H14 5.974619 -7.740605 -2.162237  0.000
H15 4.922322 -0.572409 2.152790  0.000
H16 -0.730448 -2.999043 -0.851183  0.001
H17 -5.044899 2.768568 -4.462623  0.000
H18 -0.091568 2.852633 4.758792  0.000
H19 1.756159 2.626327 -0.259061  0.000
H20 -3.155326 1.341098 2.759293  0.000
H21 -0.182605 0.033372 1.354844  0.000
H22 -2.132625 -3.378025 2.272626  0.000
H23 -1.449717 -3.445836 6.519052  0.000
H24 -0.377238 3.026562 0.521433  0.000
H25 -5.030971 4.495501 -4.892058  0.000
H26 -3.090764 0.035937 -1.385616  0.000
H27 -4.550537 0.828639 -0.744267  0.002
H28 7.947578 1.060092 0.153158  0.000
H29 1.732823 10.680978 6.658921  0.000
H30 3.527074 6.765522 3.646877  0.000
H31 4.368011 0.295330 3.598736  0.000
H32 3.659537 0.533457 -1.785607  0.000
H33 -4.333276 -1.299183 -2.871725  0.002
H34 1.852076 0.433183 1.578939  0.000
H35 -1.582067 -1.616463 -1.572939  0.002
H36 -6.362319 1.753985 2.163256  0.000
H37 6.543438 -0.989733 -2.764922  0.000
H38 6.572398 -10.318110 -7.060676  0.000
H39 1.834228 7.168278 4.029359  0.000
H40 -6.203559 1.534470 0.402801  0.000
H41 0.821087 -6.185460 -0.933728  0.000
H42 -5.827045 -0.575228 -2.208050  0.000
H43 -7.457153 7.132679 0.550685  0.000
H44 0.590247 2.584259 1.945408  0.000
H45 1.773711 -0.153448 -1.253448  0.000
H46 -6.093248 -2.516686 0.575559  0.001
H47 2.230680 -2.384335 -0.797564  0.000
H48 7.425610 -0.493236 -4.226977  0.000
H49 6.596582 0.408588 -0.806118  0.000
H50 0.938350 -4.574495 -1.679910  0.000
H51 3.202388 1.402953 0.880474  0.000
H52 -1.256734 -4.142359 0.832445  0.001
H53 1.256225 3.501060 5.721785  0.000
H54 -0.491470 -1.375030 -0.147573  0.001
H55 -6.023425 7.631631 1.473168  0.000
H56 -4.629461 0.476707 2.299173  0.000
H57 -0.686958 1.631446 -8.873314  0.000
H58 -5.852954 -0.818432 1.195690  0.000
H59 -3.708629 -1.441716 1.929535  0.001
H60 5.493007 -9.236654 -7.970088  0.000

Atomic forces in eV per Å
Br 0.030 -0.685 -0.603
Cl -0.034 0.035 0.069
Cl -0.075 0.021 -0.006
Cl 0.035 0.073 -0.043
Cl -0.076 -0.035 0.041
Cl 0.004 0.048 -0.074
Cl -0.123 0.305 -0.275
Cl -0.055 0.083 0.044
Cl -0.100 -0.131 0.161
Cl 0.077 -0.002 0.015
Cl -0.163 0.591 0.129
Cl -0.097 -0.073 0.019
Cl -0.006 0.047 -0.023
Cl -0.069 -0.028 0.005
Cl 0.031 -0.069 0.023
Cl -0.030 0.014 -0.061
Cl -0.021 0.044 0.080
Cl 0.194 0.074 0.072
Cl 0.066 -0.017 0.034
Cl 0.050 0.148 0.025
Cl 0.020 0.084 0.046
Cl -0.075 -0.038 0.044
Cl -0.057 0.038 0.002
Cl 0.017 -0.034 0.716
Cl 0.051 -0.031 -0.025
Cl 0.349 0.062 -0.227
Cl -0.161 -0.639 0.158
O -0.499 -0.525 0.015
O -0.288 -0.211 0.921
O -0.484 -0.440 0.744
N 1.877 1.468 -1.562
N 0.469 -0.022 1.043
C -0.174 0.220 0.146
C -0.192 0.156 -0.040
C 1.545 1.273 -0.123
C 0.984 -0.489 0.273
C -0.550 1.324 0.650
C -0.270 0.713 -0.445
C -0.221 0.023 0.004
C -0.066 0.047 0.137
C -0.519 0.013 -0.676
C -0.096 0.029 0.877
C -0.035 0.059 0.244
C 1.641 -1.415 2.185
C 0.017 -0.185 0.085
C -0.467 -0.520 -0.860
C -0.387 0.480 0.260
C -0.155 0.319 0.135
C -1.488 -1.655 -0.253
C 0.455 1.070 0.122
C 0.096 0.107 0.044
C -0.011 -0.150 -0.002
C 0.462 0.225 -1.352
C -1.590 -0.997 0.234
C -1.029 0.279 0.174
C 0.007 0.109 0.134
C 0.097 0.048 0.273
C -0.142 0.069 -0.245
C -0.118 0.155 0.033
C -0.156 0.202 -0.927
C -0.152 -0.064 -0.075
C -2.302 -0.154 -1.246
H -0.105 -0.109 -0.007
H -0.778 0.469 -0.288
H 0.746 0.423 0.014
H 0.143 -0.083 -0.193
H -0.199 -0.236 -0.742
H 0.321 0.246 0.804
H 0.790 0.392 -0.014
H 0.753 0.419 -0.422
H 0.593 -0.308 0.716
H 0.338 -0.432 0.065
H -0.370 0.263 -0.651
H 0.101 -0.070 -0.111
H 0.020 0.130 -0.035
H 0.061 -0.032 -0.126
H -0.102 -0.083 -0.007
H -0.646 0.687 0.330
H 0.146 0.042 0.053
H 0.069 -0.129 0.000
H -0.453 -0.121 0.033
H -0.276 -0.529 -0.842
H -0.473 0.511 0.011
H 0.339 -0.312 -0.890
H 0.024 0.142 -0.046
H 0.119 -0.935 0.376
H 0.135 0.014 0.071
H -0.577 0.055 0.775
H 0.327 -0.431 0.213
H 0.071 -0.150 0.012
H 0.083 -0.062 -0.115
H -0.023 -0.124 0.069
H -0.035 -0.143 0.105
H 0.300 -0.049 -0.077
H -0.486 -0.544 0.528
H 0.219 0.307 -0.620
H 0.315 -0.158 0.901
H 0.425 0.605 -0.637
H -0.206 0.002 -0.216
H 0.081 -0.013 -0.120
H 0.210 -0.610 -0.008
H 0.459 0.598 0.602
H 0.134 0.024 0.039
H 0.612 -0.732 0.005
H 0.054 -0.128 0.018
H -0.179 -0.473 -0.641
H 0.437 0.083 0.791
H 0.340 0.663 -0.180
H 0.176 0.522 0.579
H -0.128 0.027 -0.047
H -0.006 -0.151 0.068
H 0.137 0.017 0.047
H -0.601 -0.497 -0.183
H -0.582 0.392 0.411
H 0.059 -0.126 -0.017
H -0.715 -0.375 -0.151
H 0.033 -0.137 -0.004
H 0.764 0.377 -0.559
H -0.104 -0.107 -0.013
H 0.136 -0.588 -0.486
H 0.853 0.138 -0.350
H 0.084 -0.022 -0.113